Computed, not measured: C43H35BN12OPSr as an isolated structure, with the ωB97M-V functional and the def2-TZVPD basis.

Structure (XYZ):
```
94
Properties=species:S:1:pos:R:3:forces:R:3
Sr 0.19800 0.37629 0.84854 -1.198 -0.055 -0.149
C -0.59987 -4.09961 -0.24022 0.098 0.014 -0.121
C -0.25592 -2.81593 -0.67718 0.144 0.152 0.040
N -0.65136 -1.87930 0.18117 -0.565 -1.236 0.078
N -1.29401 -2.55629 1.18843 -0.089 0.388 -0.071
C -1.24918 -3.88394 0.94960 -0.069 0.163 0.215
B -2.12734 -1.82769 2.31578 0.034 0.138 0.195
N -1.17171 -1.32164 3.45554 -0.090 0.096 -0.235
C -1.09030 -1.61317 4.77266 -0.058 -0.073 -0.148
C -0.06133 -0.87990 5.32339 0.019 0.025 -0.005
C 0.45040 -0.14208 4.25414 0.112 0.073 -0.106
N -0.21026 -0.40074 3.12906 -0.399 -0.658 0.875
N -2.90692 -0.60771 1.68137 0.206 0.016 -0.096
C -4.24651 -0.42290 1.63682 0.210 -0.024 0.129
C -4.50776 0.74670 0.95941 0.044 0.068 -0.041
C -3.24038 1.23240 0.61267 0.031 0.029 0.054
N -2.27981 0.42404 1.04740 -0.963 -0.252 0.241
N -3.19267 -2.82586 2.80548 0.297 0.091 0.055
C -4.04800 -3.48693 1.98077 0.113 0.102 0.069
C -4.91492 -4.20690 2.75489 -0.081 -0.061 0.222
C -4.50954 -3.91925 4.07803 -0.056 -0.061 0.055
N -3.48020 -3.09161 4.11155 -0.244 -0.074 -0.608
H -0.39046 -5.04527 -0.71310 -0.023 0.079 0.015
H 0.28090 -2.52494 -1.56799 -0.019 -0.020 0.028
H -1.69303 -4.58250 1.64094 0.032 0.042 -0.056
H -1.77999 -2.31384 5.21350 0.093 0.104 -0.059
H 0.26278 -0.87582 6.35142 -0.021 0.004 -0.091
H 1.27144 0.56258 4.23961 -0.035 -0.021 0.023
H -4.92108 -1.12232 2.10435 0.049 0.063 -0.041
H -5.47150 1.18477 0.75576 0.087 -0.032 0.013
H -2.97069 2.13523 0.08095 -0.060 -0.088 0.035
H -3.97970 -3.38613 0.90770 0.010 -0.002 0.086
H -5.71829 -4.84362 2.42052 0.058 0.044 0.055
H -4.92561 -4.28608 5.00686 0.036 0.030 -0.103
C 7.32663 1.39234 0.78641 -0.046 -0.029 -0.031
C 6.45709 2.27320 0.15476 -0.005 -0.050 0.035
C 5.19282 1.84756 -0.22172 0.062 -0.006 -0.005
C 4.76356 0.54508 0.03732 0.152 0.212 0.166
C 5.65096 -0.34246 0.64558 0.106 0.150 0.045
C 6.92488 0.08540 1.01933 -0.131 -0.001 -0.007
P 3.19171 -0.02554 -0.72452 -0.031 -0.180 0.111
C 2.92461 -1.64768 0.08151 0.212 0.065 0.102
C 3.02190 -2.81707 -0.67606 -0.044 0.071 -0.026
C 2.92327 -4.05805 -0.07011 -0.059 0.001 0.064
C 2.69915 -4.14956 1.29897 -0.010 0.013 0.010
C 2.60682 -2.99707 2.06605 -0.008 0.112 -0.094
C 2.74786 -1.74599 1.46854 -0.015 -0.128 -0.217
C 4.00103 -0.40707 -2.36692 0.134 -0.053 -0.023
C 5.16107 -0.65261 -3.03882 0.079 -0.068 -0.282
C 5.04454 -0.90052 -4.44353 -0.073 0.043 0.194
C 3.84042 -0.89143 -5.11937 -0.029 0.022 0.101
C 2.63074 -0.61838 -4.42090 -0.067 -0.038 -0.277
C 1.28381 -0.52002 -4.87622 0.039 0.009 0.100
C 0.28138 -0.20283 -3.98510 0.174 0.021 0.178
C 0.51851 0.04339 -2.59115 -0.087 -0.004 -0.229
C 1.80575 -0.05948 -2.13799 -0.094 0.263 0.371
C 2.79799 -0.37795 -3.06489 -0.066 -0.110 -0.151
H 8.31175 1.72332 1.09168 -0.026 -0.019 -0.011
H 6.75738 3.29548 -0.04284 -0.009 -0.044 0.010
H 4.54274 2.54926 -0.72788 -0.067 0.007 -0.004
H 5.36650 -1.36784 0.84703 -0.039 0.029 -0.026
H 7.59815 -0.60908 1.50751 -0.026 0.009 -0.015
H 3.18293 -2.75940 -1.74682 0.003 0.010 0.043
H 3.00691 -4.95702 -0.67053 0.001 0.052 0.041
H 2.60365 -5.12216 1.76817 0.008 0.053 -0.020
H 2.44890 -3.06038 3.13720 -0.001 0.009 -0.073
H 2.76409 -0.85147 2.07850 -0.061 -0.020 0.001
H 6.13171 -0.66607 -2.55381 -0.058 -0.001 -0.044
H 5.94854 -1.10303 -5.00520 -0.010 0.003 0.009
H 3.82615 -1.07974 -6.18714 -0.003 0.008 0.037
H 1.04034 -0.68682 -5.91970 0.020 0.008 0.042
H -0.73737 -0.13190 -4.34886 0.034 -0.007 0.009
H -0.34231 0.28619 -1.97006 0.047 -0.024 -0.036
O 2.18914 1.14011 0.07507 1.826 0.420 -0.365
N 2.35203 1.31879 1.51672 0.651 0.326 -0.317
C 2.81810 2.56690 1.81428 0.036 0.352 0.303
C 2.90687 3.68459 0.93533 -0.106 -0.635 0.364
N 2.98585 4.57756 0.20402 0.042 0.051 -0.008
C 3.11828 2.73652 3.20549 -0.160 -0.004 -0.532
N 3.31289 2.80856 4.34162 0.017 0.030 -0.054
C -0.13537 7.19316 -0.19510 0.005 -0.053 0.000
C -0.25736 5.70026 -0.06674 0.038 0.290 -0.018
C 0.06964 4.86158 -1.12243 0.063 0.063 -0.128
C 0.04433 3.49609 -0.94049 -0.092 -0.166 0.149
N -0.31833 2.91969 0.21164 0.001 0.137 -0.056
C -0.65896 3.72974 1.22109 0.038 -0.160 -0.077
C -0.63873 5.10628 1.12903 -0.013 0.037 0.047
H -0.34857 7.52285 -1.21204 0.010 -0.022 0.019
H 0.88843 7.49567 0.04452 -0.058 -0.045 -0.013
H -0.80790 7.71183 0.48804 0.017 -0.033 -0.002
H 0.39027 5.26722 -2.07444 -0.021 0.002 0.047
H 0.34387 2.82825 -1.74211 -0.011 0.008 0.034
H -0.95603 3.24846 2.14776 -0.003 -0.026 -0.001
H -0.90457 5.70788 1.99021 0.014 -0.027 -0.043
```
Forces are in eV/Å.

Summary:
E_tot = -2788.9190 a.u.
Strongest force on any atom = 1.9 eV/Å
<S²> = 0.76
Multiplicity = 2
M = 865.2 g mol⁻¹
E_LUMO (alpha / beta) = 0.06 / -0.01 eV

Atomic partial charges in e from the Mulliken method, atoms 1 to 4: atom 1 (Sr): 2.168, atom 2 (C): -1.648, atom 3 (C): -0.504, atom 4 (N): 0.244